A cluster of 2 separate species, C55H67N4O2 in total at a distorted geometry, computed with the ωB97M-V functional and the def2-TZVPD basis.

Each line ends with the Löwdin charge.
Geometry (Å):
C1 0.321 1.591 1.339  -0.06
C2 1.655 1.922 1.987  -0.51
C3 1.679 3.452 2.053  -0.08
C4 1.677 1.423 3.430  -0.03
C5 2.891 1.359 1.187  -0.07
C6 3.740 2.306 0.610  -0.04
C7 5.054 2.001 0.273  -0.05
C8 5.494 0.692 0.414  -0.04
C9 4.610 -0.351 0.686  -0.06
C10 5.273 -1.767 0.521  -0.52
C11 4.286 -2.851 0.145  -0.06
C12 6.031 -2.131 1.808  -0.04
C13 6.297 -1.777 -0.631  -0.07
C14 3.273 -0.017 1.099  -0.06
N1 2.338 -1.056 1.480  0.01
C15 2.595 -1.924 2.651  -0.11
C16 1.645 -3.071 2.467  -0.10
N2 0.695 -2.613 1.423  -0.01
C17 -0.529 -3.396 1.244  -0.07
C18 -1.572 -3.285 2.219  -0.09
C19 -1.589 -2.411 3.516  -0.52
C20 -3.019 -1.928 3.823  -0.07
C21 -0.764 -1.143 3.412  -0.05
C22 -1.144 -3.267 4.715  -0.03
C23 -2.711 -4.077 2.075  -0.04
C24 -2.899 -4.911 0.991  -0.04
C25 -1.847 -5.110 0.121  -0.04
C26 -0.645 -4.414 0.240  -0.07
C27 0.462 -4.987 -0.695  -0.52
C28 -0.114 -5.395 -2.064  -0.05
C29 1.037 -6.259 -0.052  -0.03
C30 1.553 -3.986 -0.966  -0.06
C31 1.181 -1.451 0.825  -0.24
C32 0.743 -0.764 -0.304  -0.05
C33 -0.412 -1.094 -1.088  -0.21
C34 -1.698 -1.331 -0.521  -0.02
C35 -2.726 -1.835 -1.300  0.01
C36 -2.479 -2.103 -2.671  -0.18
N3 -3.278 -3.082 -3.340  -0.33
O1 -2.990 -3.382 -4.526  0.04
O2 -4.209 -3.637 -2.706  0.04
C37 -1.292 -1.660 -3.295  -0.01
C38 -0.257 -1.194 -2.503  -0.04
H1 0.097 0.530 1.455  0.04
H2 -0.507 2.142 1.812  0.07
H3 0.335 1.836 0.271  0.10
H4 2.600 3.818 2.520  0.09
H5 1.569 3.889 1.053  0.08
H6 0.830 3.811 2.652  0.08
H7 2.578 1.789 3.938  0.10
H8 0.794 1.788 3.972  0.09
H9 1.677 0.334 3.485  0.04
H10 3.412 3.334 0.479  0.10
H11 5.729 2.777 -0.069  0.11
H12 6.549 0.486 0.244  0.11
H13 3.759 -2.588 -0.779  0.10
H14 4.804 -3.811 -0.012  0.11
H15 3.565 -3.024 0.938  0.04
H16 6.982 -1.586 1.857  0.09
H17 5.471 -1.876 2.715  0.07
H18 6.254 -3.206 1.836  0.10
H19 7.203 -1.208 -0.401  0.07
H20 6.619 -2.808 -0.838  0.09
H21 5.851 -1.380 -1.551  0.10
H22 3.645 -2.231 2.690  0.10
H23 2.393 -1.371 3.583  0.11
H24 2.144 -3.993 2.122  0.12
H25 1.100 -3.303 3.388  0.10
H26 -3.667 -2.738 4.176  0.07
H27 -2.994 -1.175 4.623  0.09
H28 -3.477 -1.466 2.939  0.09
H29 0.276 -1.357 3.197  0.04
H30 -1.156 -0.481 2.633  0.08
H31 -0.768 -0.599 4.369  0.10
H32 -0.247 -3.861 4.513  0.07
H33 -0.940 -2.628 5.586  0.09
H34 -1.940 -3.970 4.993  0.09
H35 -3.499 -4.039 2.821  0.10
H36 -3.842 -5.433 0.846  0.12
H37 -1.973 -5.854 -0.663  0.11
H38 -0.773 -4.617 -2.471  0.08
H39 0.700 -5.554 -2.784  0.09
H40 -0.677 -6.336 -2.008  0.08
H41 1.476 -6.055 0.933  0.08
H42 0.246 -7.009 0.079  0.09
H43 1.815 -6.696 -0.693  0.09
H44 1.971 -3.647 -0.027  0.04
H45 2.365 -4.441 -1.551  0.10
H46 1.167 -3.108 -1.497  0.08
H47 1.412 0.020 -0.665  0.12
H48 -1.850 -1.215 0.557  0.10
H49 -3.685 -2.133 -0.879  0.12
H50 -1.183 -1.797 -4.368  0.12
H51 0.722 -0.999 -2.942  0.12
C39 -3.277 8.368 -3.049  0.01
C40 -2.935 6.964 -3.305  -0.15
N4 -2.753 6.511 -4.573  -0.01
C41 -2.726 7.366 -5.756  0.02
C42 -2.501 5.128 -4.574  -0.14
C43 -2.510 4.711 -3.224  -0.12
C44 -2.152 3.413 -2.903  0.00
C45 -1.805 2.532 -3.928  -0.04
C46 -1.777 2.957 -5.267  -0.04
C47 -2.118 4.279 -5.607  0.01
C48 -2.770 5.869 -2.390  -0.08
C49 -2.685 5.895 -0.989  0.11
C50 -2.972 4.855 -0.049  -0.21
C51 -3.854 3.755 -0.269  -0.02
C52 -3.987 2.744 0.683  -0.04
C53 -3.262 2.793 1.882  -0.04
C54 -2.496 3.936 2.173  -0.07
C55 -2.408 4.963 1.247  -0.01
H52 -3.492 8.468 -1.981  0.09
H53 -2.448 9.048 -3.305  0.11
H54 -4.165 8.696 -3.616  0.11
H55 -2.459 6.748 -6.621  0.09
H56 -3.703 7.843 -5.938  0.11
H57 -1.979 8.167 -5.644  0.11
H58 -2.158 3.128 -1.855  0.11
H59 -1.542 1.504 -3.673  0.10
H60 -1.484 2.255 -6.040  0.11
H61 -2.085 4.644 -6.630  0.11
H62 -2.437 6.867 -0.544  0.14
H63 -4.461 3.740 -1.170  0.13
H64 -4.666 1.907 0.503  0.12
H65 -3.311 1.970 2.596  0.12
H66 -1.998 4.031 3.143  0.12
H67 -1.915 5.901 1.505  0.12

Calculated values
energy above the lowest of the compared OMol25 structures with the same formula, charge and spin: 0.0 kcal/mol
Kohn-Sham gap: 3.880 eV
net charge: +1
HOMO: -8.790 eV
total energy: -2505.12047 Eh